No. 1
This record from the OMol25 dataset describes a structure of composition C28H48Cl2OP2Sn in a non-equilibrium geometry. The level of theory is ωB97M-V with the def2-TZVPD basis set.

HOMO-LUMO gap (spin up / spin down)   5.29 / 5.29 eV
HOMO (spin up / spin down)   -5.57 / -5.57 eV

Geometry as ORCA input:
```
! wB97M-V def2-TZVPD RIJCOSX def2/J DEFGRID3
* xyz 0 1
P 1.22 -0.04 -0.40
C 1.21 -1.36 -1.78
C 2.55 -2.03 -2.13
C 2.42 -2.98 -3.32
C 1.26 -3.98 -3.19
C -0.05 -3.32 -2.75
C 0.13 -2.42 -1.53
C 1.60 -1.02 1.18
C 2.61 -2.15 1.07
C 2.96 -2.70 2.46
C 1.71 -3.11 3.26
C 0.61 -2.05 3.24
C 0.30 -1.52 1.83
C 2.93 0.66 -0.69
C 3.06 1.30 -2.08
C 4.52 1.71 -2.34
C 5.10 2.60 -1.24
C 4.83 2.05 0.17
C 3.36 1.66 0.39
H 0.90 -0.74 -2.63
H 2.91 -2.61 -1.27
H 3.33 -1.29 -2.34
H 3.37 -3.53 -3.44
H 2.27 -2.38 -4.23
H 1.12 -4.50 -4.14
H 1.54 -4.75 -2.45
H -0.44 -2.71 -3.58
H -0.80 -4.09 -2.53
H -0.83 -1.93 -1.28
H 0.42 -3.04 -0.67
H 2.03 -0.24 1.83
H 3.50 -1.93 3.01
H 3.54 -1.83 0.57
H 2.19 -2.97 0.47
H 3.63 -3.56 2.35
H 2.00 -3.34 4.29
H 1.31 -4.04 2.83
H -0.30 -2.45 3.69
H 0.94 -1.20 3.87
H -0.46 -0.73 1.88
H -0.13 -2.34 1.23
H 3.64 -0.19 -0.63
H 2.74 0.60 -2.87
H 2.40 2.18 -2.15
H 5.13 0.79 -2.41
H 4.60 2.20 -3.32
H 4.65 3.59 -1.32
H 6.19 2.70 -1.39
H 5.15 2.77 0.93
H 5.44 1.15 0.31
H 3.26 1.22 1.40
H 2.70 2.54 0.37
Sn -1.56 1.67 0.15
Cl 0.09 3.33 0.67
Cl -1.38 1.01 -2.14
C -3.06 1.03 1.52
H -3.52 1.80 2.15
C -3.66 -0.23 1.65
C -4.65 -0.38 2.69
C -5.38 -1.56 2.79
C -5.08 -2.67 1.96
C -4.03 -2.58 1.03
C -3.35 -1.38 0.83
H -4.82 0.46 3.39
H -6.19 -1.63 3.52
H -3.77 -3.46 0.43
H -2.60 -1.25 0.04
H -5.66 -3.59 2.06
C -5.28 4.16 -1.43
P -4.07 4.24 -0.13
C -3.18 5.78 -0.20
C -4.98 4.21 1.43
O -3.06 3.12 -0.38
H -4.76 4.11 -2.40
H -5.96 5.03 -1.43
H -5.90 3.26 -1.33
H -3.82 6.64 0.03
H -2.36 5.74 0.53
H -2.76 5.88 -1.21
H -5.42 3.23 1.64
H -4.35 4.51 2.27
H -5.78 4.95 1.33
*
```

No. 2
This record from the OMol25 dataset describes a structure of composition C28H48N7O2PrSi2 in a non-equilibrium geometry. The level of theory is ωB97M-V with the def2-TZVPD basis set.

HOMO-LUMO gap (spin up / spin down)   6.68 / 6.67 eV
HOMO (spin up / spin down)   -6.59 / -6.58 eV
Energy relative to the best compared isomer or geometry (same formula, charge and spin)   1.9 kcal/mol

Geometry as ORCA input:
```
! wB97M-V def2-TZVPD RIJCOSX def2/J DEFGRID3
* xyz 0 3
Pr -0.56 0.67 -0.37
N 0.20 1.74 1.93
C -0.66 1.13 2.99
C -2.85 0.08 1.40
N -2.94 -0.08 -0.08
C -3.81 0.95 -0.66
C -3.63 1.09 -2.17
N -2.20 1.24 -2.47
C -3.43 -1.43 -0.44
C -2.69 -2.04 -1.63
N -1.25 -1.94 -1.38
H 1.14 1.38 2.06
H 0.28 2.74 2.09
H -1.49 1.83 3.18
H -0.10 1.08 3.93
H -2.75 1.16 1.58
H -3.81 -0.21 1.84
H -3.53 1.91 -0.22
H -4.86 0.76 -0.43
H -4.23 1.94 -2.51
H -4.00 0.20 -2.68
H -1.88 2.18 -2.21
H -2.01 1.13 -3.45
H -4.50 -1.41 -0.64
H -3.26 -2.08 0.41
H -2.90 -1.52 -2.56
H -3.03 -3.07 -1.74
H -0.72 -2.26 -2.17
H -0.99 -2.53 -0.59
O 0.88 4.76 -0.83
C -0.02 3.96 -0.63
O -0.12 2.77 -1.10
C -1.17 4.40 0.27
C -1.30 5.74 0.61
C -2.34 6.13 1.44
C -3.20 5.16 1.91
C -3.00 3.85 1.52
N -2.02 3.46 0.71
H -0.57 6.44 0.21
H -2.46 7.17 1.71
H -4.02 5.41 2.57
H -3.67 3.07 1.88
C 2.05 -2.58 -0.58
Si 1.57 -1.05 0.51
C 3.29 -0.15 0.67
C 1.41 -1.78 2.28
C 2.50 -2.52 2.76
C 2.55 -3.02 4.05
C 1.48 -2.78 4.90
C 0.39 -2.06 4.44
C 0.31 -1.55 3.13
Si -1.44 -0.75 2.70
C -2.49 -0.54 4.29
C -2.05 -2.61 2.29
H 3.05 -2.95 -0.33
H 2.04 -2.33 -1.65
H 1.35 -3.41 -0.43
H 4.13 -0.85 0.60
H 3.37 0.35 1.63
H 3.44 0.61 -0.11
H 3.34 -2.71 2.10
H 3.41 -3.59 4.39
H 1.49 -3.15 5.92
H -0.45 -1.91 5.12
H -3.02 -1.46 4.57
H -3.25 0.24 4.16
H -1.89 -0.23 5.15
H -1.75 -3.23 3.14
H -1.58 -3.07 1.41
H -3.14 -2.72 2.20
N 0.69 0.19 -2.72
C 1.72 0.08 -3.26
N 2.89 -0.03 -3.82
C 4.11 0.18 -3.02
C 5.29 -0.52 -3.69
C 4.92 -1.97 -4.03
C 3.69 -2.05 -4.96
C 3.02 -0.68 -5.12
H 3.96 -0.23 -2.03
H 4.31 1.25 -2.92
H 6.13 -0.50 -3.01
H 5.59 0.01 -4.60
H 4.72 -2.49 -3.10
H 5.78 -2.46 -4.49
H 2.96 -2.74 -4.53
H 3.96 -2.43 -5.94
H 2.03 -0.78 -5.57
H 3.62 -0.04 -5.78
*
```